# C8H11N2

A cluster of 2 separate species, C8H11N2 in total (ωB97M-V/def2-TZVPD, the OMol25 dataset).

Each line ends with the Mulliken charge.
Geometry (Å):
C -1.11 -2.85 0.71  -0.198
C -0.24 -1.99 0.52  -0.459
C -2.21 1.18 -0.76  -0.291
C -1.72 0.71 -1.92  -0.460
C -0.15 0.45 -0.34  -0.085
C 2.37 -0.30 -0.20  -1.405
C 1.07 0.54 1.85  -1.347
C 1.02 0.17 0.40  1.078
N -1.25 1.15 0.18  -0.004
N -0.45 0.22 -1.64  -0.028
H -1.70 -3.68 0.48  0.382
H -3.12 1.58 -0.53  0.487
H -2.30 0.71 -2.82  0.422
H 2.20 -0.36 -1.26  0.388
H 2.70 -1.19 0.13  0.373
H 3.13 0.54 0.04  0.410
H 0.79 1.60 1.94  0.438
H 0.45 -0.09 2.36  0.391
H 2.18 0.62 2.11  0.375
H -1.55 1.30 1.12  0.286
H -0.09 -0.32 -2.38  0.247

Calculated values
**Gap between HOMO and LUMO (alpha / beta)**: 7.2 / 6.9 eV
**Net charge**: +1
**ΔE to the lowest compared entry with this formula, charge and spin**: 6.0020 eV
**Energy**: -420.47938 Ha


# C8H11N2

A structure of composition C8H11N2 (ωB97M-V/def2-TZVPD, the OMol25 dataset).

Each line ends with the Mulliken spin population.
Geometry (Å):
C 3.05 1.14 -0.19  0.201
C 1.92 1.02 0.21  -0.012
C -0.62 -0.21 -1.85  0.040
C -0.81 1.00 -1.36  0.275
C 0.31 -1.24 0.06  0.451
C 0.63 0.63 0.67  0.312
C 0.69 -2.41 0.80  0.037
C -1.91 0.68 0.75  0.023
N -0.15 -1.30 -1.10  0.631
N -0.64 1.27 0.18  -0.002
H 3.83 1.58 -0.74  -0.004
H -0.68 -0.31 -2.93  0.004
H -1.19 1.80 -1.88  0.013
H 0.55 0.70 1.70  0.001
H -0.13 -3.05 0.66  0.012
H 0.95 -2.37 1.84  -0.001
H 1.64 -2.74 0.41  0.037
H -1.76 -0.33 1.20  -0.027
H -2.35 1.31 1.44  -0.010
H -2.60 0.57 -0.17  0.007
H -0.72 2.28 0.31  0.012

Calculated values
**Gap between HOMO and LUMO (alpha / beta)**: 6.3 / 6.3 eV
**2S+1**: 3
**Net charge**: +1
**ΔE to the lowest compared entry with this formula, charge and spin**: 2.9769 eV
**⟨S²⟩**: 2.03
**Energy**: -420.36944 Ha


# C8H11N2O

The ion C8H11N2O with charge +1 (ωB97M-V/def2-TZVPD, the OMol25 dataset).

Each line ends with the Mulliken charge.
Geometry (Å):
C 2.65 1.32 0.83  -0.715
N 1.27 1.56 0.74  -0.043
C 0.20 1.16 0.57  0.698
N -0.97 0.92 0.25  -0.022
C -1.24 1.26 -1.15  -1.016
C -1.89 0.11 0.99  -0.916
C -2.08 -1.18 0.74  -0.001
C -1.46 -2.06 -0.31  -0.712
C -0.24 -1.77 -0.64  0.272
C 0.87 -1.18 -1.02  -0.248
O 2.09 -1.40 -0.38  -0.488
H 2.79 0.29 0.79  0.328
H 2.94 1.52 1.85  0.344
H 3.10 1.94 0.13  0.315
H -2.18 1.53 -1.33  0.384
H -0.73 2.24 -1.42  0.377
H -0.96 0.41 -1.78  0.318
H -2.36 0.54 1.78  0.565
H -2.80 -1.70 1.30  0.438
H -2.07 -2.98 -0.39  0.368
H 0.95 -0.45 -1.84  0.431
H 2.10 -2.08 0.29  0.325

Calculated values
**SMILES string**: C[N+]#CN(C)/C=C\C=C=CO
**Gap between HOMO and LUMO**: 9.3 eV
**Net charge**: +1
**ΔE to the lowest compared entry with this formula, charge and spin**: 5.8537 eV
**Energy**: -495.76742 Ha


# C8H11N2O

A cluster of 2 separate species, C8H11N2O in total (ωB97M-V/def2-TZVPD, the OMol25 dataset).

Each line ends with the Mulliken charge.
Geometry (Å):
C 1.89 0.77 -0.50  -0.212
C -0.71 -1.78 1.58  -0.663
C 0.39 -2.26 0.98  -0.235
C -1.20 -0.36 1.31  -0.193
C 0.93 -0.08 0.23  0.135
C -0.16 0.50 0.82  0.844
C -0.28 1.97 0.83  -1.483
C -0.48 0.42 -2.58  -0.790
N 2.62 1.48 -1.05  -0.327
N 1.26 -1.42 0.30  0.660
O 2.31 -1.77 -0.21  -0.434
H -1.17 -2.43 2.27  0.478
H 0.68 -3.32 0.90  0.464
H -1.90 -0.51 0.42  0.282
H -1.65 0.04 2.24  0.463
H -0.41 -0.69 -2.21  0.153
H -0.82 2.36 1.77  0.412
H -0.83 2.27 0.06  0.353
H 0.74 2.48 0.85  0.403
H 0.45 0.83 -2.18  0.084
H -1.32 0.90 -2.18  0.240
H -0.36 0.59 -3.65  0.365

Calculated values
**Gap between HOMO and LUMO (alpha / beta)**: 7.9 / 7.9 eV
**Net charge**: +1
**ΔE to the lowest compared entry with this formula, charge and spin**: 6.1010 eV
**Energy**: -495.75833 Ha


# C8H11N3

The ion C8H11N3 with charge +2 (ωB97M-V/def2-TZVPD, the OMol25 dataset).

Each line ends with the Mulliken charge.
Geometry (Å):
C 1.87 -0.01 1.24  -0.779
N 1.15 0.31 0.02  0.040
C 1.88 -0.19 -1.30  -0.640
C 1.13 1.73 -0.10  -0.123
N -0.59 2.19 -0.07  -0.841
N -1.10 0.97 0.01  0.685
C -2.44 0.82 -0.07  0.074
C -2.97 -0.49 -0.08  -0.550
C -2.16 -1.60 0.06  -0.379
C -0.74 -1.41 0.20  -0.341
C -0.30 -0.14 0.10  0.478
H 1.37 0.52 1.98  0.490
H 1.86 -1.15 1.56  0.331
H 2.82 0.54 1.25  0.395
H 2.18 -1.16 -1.00  0.409
H 1.33 -0.22 -2.29  0.327
H 2.76 0.58 -1.49  0.380
H 1.85 2.51 -0.07  0.450
H -3.18 1.75 -0.12  0.404
H -4.03 -0.66 -0.01  0.439
H -2.66 -2.59 -0.17  0.401
H -0.02 -2.29 0.34  0.350

Calculated values
**SMILES string**: C[N+]1(C)C=N[n+]2ccccc21
**Gap between HOMO and LUMO (alpha / beta)**: 9.0 / 8.1 eV
**Net charge**: +2
**ΔE to the lowest compared entry with this formula, charge and spin**: 5.1268 eV
**Energy**: -474.81765 Ha


# C8H11N3

A cluster of 2 separate species, C8H11N3 in total (ωB97M-V/def2-TZVPD, the OMol25 dataset).

Each line ends with the Mulliken spin population.
Geometry (Å):
C 4.15 -0.22 -0.30  0.316
C 3.42 -0.90 0.68  0.152
C 3.44 0.68 -1.13  0.130
C 1.97 -0.75 0.89  0.163
C 2.15 0.91 -0.96  0.103
C 1.54 0.15 -0.06  0.988
C -3.63 -0.10 -0.24  0.005
C -1.22 0.37 0.43  0.060
N -4.51 -0.91 -0.76  0.003
N -1.59 1.24 1.31  -0.002
N -2.43 -0.53 0.07  0.003
H 5.17 -0.29 -0.51  0.008
H 4.06 -1.61 1.23  0.017
H 3.88 1.34 -1.83  0.009
H 1.58 -1.10 1.77  0.015
H 1.64 1.48 -1.60  0.027
H -3.90 0.95 -0.09  0.000
H -5.52 -0.62 -1.01  0.000
H -4.26 -1.82 -0.97  0.000
H -1.09 1.97 1.76  0.003
H -2.64 1.24 1.40  0.001
H -2.20 -1.48 -0.08  0.001

Calculated values
**Gap between HOMO and LUMO (alpha / beta)**: 8.8 / 6.0 eV
**2S+1**: 3
**Net charge**: +2
**ΔE to the lowest compared entry with this formula, charge and spin**: 3.3541 eV
**⟨S²⟩**: 2.02
**Energy**: -474.84811 Ha


# C8H11N3O

A structure of composition C8H11N3O (ωB97M-V/def2-TZVPD, the OMol25 dataset).

Each line ends with the Mulliken charge.
Geometry (Å):
C 0.06 -1.24 -1.92  -0.845
C -0.71 -0.21 0.12  1.243
C -1.37 -1.30 0.79  -0.488
C -1.22 -1.30 2.26  -0.383
C -0.76 -0.32 2.96  -0.410
C -0.02 0.73 2.34  -0.621
C -0.07 0.84 0.97  0.004
C 1.22 1.42 -0.95  0.266
H 1.10 -1.07 -2.03  0.399
H -0.35 -2.22 -1.50  0.406
H -0.79 -1.22 -3.00  0.211
H -2.12 -2.03 0.31  0.371
H -1.97 -2.03 2.98  0.180
H -0.40 -0.53 4.02  0.257
H 0.79 1.12 3.08  0.227
H -0.37 2.25 -0.66  0.418
H 0.36 1.25 -2.98  0.383
H 1.90 1.69 -2.60  0.456
H 1.99 0.09 0.00  0.302
N 0.39 1.82 0.14  -0.399
N 1.03 2.17 -2.14  -0.738
N 2.00 0.32 -0.96  -0.822
O -0.69 -0.23 -1.23  -0.417

Calculated values
**Gap between HOMO and LUMO**: 9.3 eV
**ΔE to the lowest compared entry with this formula, charge and spin**: 6.7382 eV
**Energy**: -550.67791 Ha


# C8H11N4O2

A cluster of 2 separate species, C8H11N4O2 in total (ωB97M-V/def2-TZVPD, the OMol25 dataset).

Each line ends with the Mulliken charge.
Geometry (Å):
C -0.80 2.00 1.75  -0.700
C -1.59 2.34 -0.51  -0.609
C -0.40 0.73 1.38  -0.268
C -1.22 1.10 -0.74  -0.418
C -1.50 2.81 0.81  1.068
C 1.12 -1.34 -0.80  0.453
C 1.86 -3.11 0.75  -1.267
C 0.77 -2.51 -0.21  0.178
N 1.45 -1.15 -1.94  0.036
N 0.60 -3.60 -1.28  0.074
N -0.58 0.32 0.17  -0.312
N -1.82 4.08 1.27  -0.524
O 0.92 -3.27 -2.37  -0.181
O 1.65 -0.13 -2.77  -0.287
H -0.76 2.30 2.74  0.293
H -2.09 2.99 -1.28  0.274
H 0.10 0.05 2.08  0.367
H -1.16 0.69 -1.72  0.426
H 2.70 -3.35 0.18  0.411
H 1.36 -4.10 1.00  0.358
H 2.19 -2.68 1.69  0.341
H -0.16 -2.47 0.35  0.370
H -1.88 4.21 2.28  0.239
H -2.56 4.67 0.77  0.267
H 1.78 -0.60 -3.60  0.412

Calculated values
**Gap between HOMO and LUMO**: 6.6 eV
**Net charge**: +1
**ΔE to the lowest compared entry with this formula, charge and spin**: 7.5567 eV
**Energy**: -680.45645 Ha